{
  "formula": "C3H3ClN2S",
  "method": "ωB97M-V/def2-TZVPD",
  "orbital_gap_ha": 0.32279,
  "e_above_lowest_kj_mol": 13.6,
  "smiles": "Nc1ncc(Cl)s1",
  "homo_ev": -8.26,
  "lumo_energy_ha": 0.0194,
  "species": ["N", "C", "N", "C", "C", "Cl", "S", "H", "H", "H"],
  "xyz": [[-1.88701, 0.77392, -0.59423], [-0.70631, 0.16112, -0.29338], [0.32901, 0.92887, -0.38149], [1.41009, 0.20903, 0.08790], [1.16083, -1.08193, 0.49567], [2.38645, -2.25093, 0.97004], [-0.54184, -1.48141, 0.36891], [-2.70336, 0.30823, -0.22417], [-1.83344, 1.78421, -0.53532], [2.38557, 0.64889, 0.10607]],
  "forces_ev_per_angstrom": [[-1.1, -1.1, 0.0], [-0.8, 1.1, 0.2], [1.3, -1.4, 0.7], [-0.2, -1.4, 0.2], [0.9, 0.7, -0.1], [-0.9, 0.6, -0.2], [0.7, 1.3, -0.6], [-0.1, 0.5, -0.2], [-0.2, -0.4, 0.0], [0.3, 0.1, 0.0]],
  "mulliken_charge": [-0.4614, 0.4911, -0.5540, -0.4403, 0.4099, -0.1891, -0.1725, 0.2351, 0.2617, 0.4195]
}



{
  "formula": "C5H10N2S",
  "method": "ωB97M-V/def2-TZVPD",
  "orbital_gap_ha": 0.34397,
  "e_above_lowest_kj_mol": 153.4,
  "smiles": "CS[C@@]1(C)C=NNC1",
  "homo_ev": -8.55,
  "lumo_energy_ha": 0.0297,
  "species": ["C", "S", "C", "C", "C", "N", "N", "C", "H", "H", "H", "H", "H", "H", "H", "H", "H", "H"],
  "xyz": [[-2.48814, 0.35497, -0.40531], [-1.38059, -1.04302, -0.80414], [0.13578, -0.46049, 0.04879], [-0.05013, -0.22214, 1.53507], [1.25284, -1.42773, -0.16730], [2.38533, -0.96390, -0.54976], [2.29184, 0.41472, -0.58860], [0.87270, 0.78872, -0.64050], [-2.69417, 0.41626, 0.63905], [-2.12632, 1.32913, -0.71973], [-3.42227, 0.18629, -0.98063], [0.94252, 0.02207, 1.94153], [-0.63122, 0.66157, 1.69699], [-0.41830, -1.10070, 2.05683], [1.18673, -2.46895, 0.05804], [2.93569, 0.79909, -1.26722], [0.66525, 1.77192, -0.14221], [0.54243, 0.94220, -1.71090]],
  "forces_ev_per_angstrom": [[-0.4, -0.3, -1.1], [0.2, 0.8, 0.3], [1.0, 1.2, -1.0], [1.1, 0.0, 0.0], [0.8, -0.6, -0.4], [-0.8, 0.1, 0.6], [-0.2, 0.0, 0.2], [-1.0, 0.8, -0.7], [-0.3, -0.2, 0.7], [0.4, 0.0, -0.2], [0.5, 0.0, 0.5], [-0.1, -0.1, 0.0], [-0.7, 0.3, 0.3], [-0.3, 0.1, 0.0], [-0.2, -0.6, 0.0], [-0.3, 0.0, 0.0], [0.3, -1.0, -0.1], [0.1, -0.5, 0.9]],
  "mulliken_charge": [-0.8890, -0.0567, 1.1786, -1.6652, -0.6279, -0.5439, -0.1702, -0.7332, 0.2808, 0.2989, 0.3452, 0.4682, 0.4358, 0.3201, 0.4887, 0.2766, 0.2709, 0.3224]
}



{
  "formula": "C4H8N2OS",
  "method": "ωB97M-V/def2-TZVPD",
  "orbital_gap_ha": 0.33977,
  "e_above_lowest_kj_mol": 460.1,
  "smiles": "C=NCCS(=O)#CN",
  "homo_ev": -8.79,
  "lumo_energy_ha": 0.0166,
  "species": ["C", "N", "C", "C", "S", "O", "C", "N", "H", "H", "H", "H", "H", "H", "H", "H"],
  "xyz": [[-1.53007, -0.09461, 1.38168], [-1.54890, 0.40288, 0.20361], [-0.98627, -0.29212, -0.92999], [-0.02241, -1.41920, -0.51511], [1.50761, -0.73239, 0.16938], [1.09494, 0.06316, 1.37255], [1.84601, 0.58973, -1.03383], [1.58972, 1.71746, -0.43631], [-2.03090, 0.37562, 2.18944], [-0.86648, -0.89694, 1.74964], [-0.32111, 0.49838, -1.25159], [-1.63561, -0.48077, -1.71362], [-0.65182, -1.97885, 0.17360], [0.32692, -2.01439, -1.33170], [1.38689, 1.56645, 0.58113], [1.84148, 2.69561, -0.60890]],
  "forces_ev_per_angstrom": [[1.2, 0.0, -1.2], [-2.4, -1.1, 1.4], [3.7, 1.5, 2.2], [-1.1, 0.9, -0.9], [-0.1, 0.4, 1.0], [0.5, -0.4, 1.2], [0.1, 1.0, -2.0], [0.8, -0.7, 2.0], [-0.6, 0.9, 0.5], [-0.7, -0.1, -0.5], [-0.1, 0.1, -1.1], [-1.7, -0.6, -1.1], [1.1, -0.7, 0.4], [-0.1, -0.6, -0.6], [-0.5, 0.2, -0.1], [0.0, -0.9, -1.1]],
  "mulliken_charge": [-0.2557, -0.4411, -0.5081, -0.7329, 0.4284, -0.6937, -0.3441, -0.1605, 0.2784, 0.1812, 0.3444, 0.4571, 0.4834, 0.4470, 0.2908, 0.2254]
}



{
  "formula": "C7H17NO4",
  "method": "ωB97M-V/def2-TZVPD",
  "orbital_gap_ha": 0.40560,
  "e_above_lowest_kj_mol": 246.2,
  "smiles": "CCCOOC(N)=O.CC(C)O",
  "homo_ev": -10.29,
  "lumo_energy_ha": 0.0274,
  "species": ["C", "C", "C", "O", "O", "C", "N", "O", "H", "H", "H", "H", "H", "H", "H", "H", "H", "C", "C", "C", "O", "H", "H", "H", "H", "H", "H", "H", "H"],
  "xyz": [[1.20203, -3.05409, 0.13556], [1.11894, -1.86363, -0.83102], [-0.25529, -1.19331, -0.92189], [-1.04358, -1.35149, 0.26024], [-2.09491, -2.28783, -0.01260], [-3.29151, -1.79939, 0.43619], [-4.31350, -2.76999, 0.18631], [-3.46260, -0.71648, 0.95378], [2.06444, -2.93604, 0.78126], [1.35459, -3.97488, -0.40943], [0.33980, -3.12755, 0.78019], [1.86761, -1.12171, -0.58954], [1.35942, -2.21756, -1.82690], [-0.12548, -0.12699, -1.05215], [-0.81739, -1.55092, -1.77170], [-4.12719, -3.17461, -0.72649], [-4.14907, -3.53849, 0.82988], [0.48830, 2.48647, 1.25860], [1.37448, 2.63168, 0.03054], [2.13569, 3.94826, 0.03373], [0.59920, 2.50279, -1.16196], [-0.25875, 3.28421, 1.28358], [-0.04643, 1.53614, 1.23888], [1.07383, 2.53783, 2.17743], [2.08499, 1.80412, -0.00193], [1.43754, 4.78954, 0.02261], [2.76595, 4.02927, -0.85195], [2.76548, 4.03901, 0.91950], [-0.04660, 3.21567, -1.17074]],
  "forces_ev_per_angstrom": [[0.4, 0.3, -0.1], [-0.3, -0.4, 0.1], [0.2, 0.0, 0.0], [-0.2, 0.2, 0.1], [0.1, 0.2, 0.0], [-0.5, 1.8, 0.7], [0.6, 0.1, -0.1], [0.4, -2.0, -0.8], [0.2, 0.0, 0.2], [-0.2, -0.3, 0.0], [-0.3, -0.1, 0.1], [0.1, 0.2, 0.2], [0.1, 0.1, -0.3], [-0.1, 0.4, 0.0], [-0.3, -0.2, -0.1], [-0.1, 0.0, -0.1], [-0.3, 0.0, 0.2], [0.0, -0.1, 0.0], [-0.1, 0.2, 0.2], [0.1, 0.0, -0.1], [0.1, -0.2, 0.0], [0.0, 0.0, 0.0], [0.0, 0.0, 0.0], [0.0, 0.0, 0.0], [0.0, 0.0, -0.1], [0.0, 0.0, 0.1], [0.0, 0.0, 0.0], [0.0, 0.0, 0.0], [-0.1, 0.0, 0.0]],
  "mulliken_charge": [-1.0889, -0.2517, -0.4000, -0.1684, -0.2429, 0.5932, -0.6789, -0.4334, 0.3253, 0.2967, 0.3039, 0.1787, 0.3465, 0.2408, 0.3434, 0.3138, 0.3008, -1.1138, 0.5767, -1.4233, -0.5429, 0.3381, 0.2188, 0.3610, 0.1888, 0.3598, 0.3442, 0.3683, 0.3454]
}



{
  "formula": "C17H23FN2O3",
  "method": "ωB97M-V/def2-TZVPD",
  "orbital_gap_ha": 0.30683,
  "smiles": "CC(C)[C@@H](NC(=O)c1ccc(F)cc1)C(=O)NC[C@H]1CCCO1",
  "homo_ev": -8.73,
  "lumo_energy_ha": -0.0141,
  "species": ["C", "C", "C", "C", "N", "C", "O", "C", "C", "C", "C", "F", "C", "C", "C", "O", "N", "C", "C", "C", "C", "C", "O", "H", "H", "H", "H", "H", "H", "H", "H", "H", "H", "H", "H", "H", "H", "H", "H", "H", "H", "H", "H", "H", "H", "H"],
  "xyz": [[1.23620, 2.93667, -1.58671], [1.40934, 2.80813, -0.30907], [0.47543, 4.00066, 0.51867], [1.13668, 1.59377, 0.51797], [-0.28620, 1.35152, 0.21655], [-1.05608, 0.45816, 0.90975], [-0.48775, -0.26435, 1.95149], [-2.30659, 0.12790, 0.57465], [-3.08779, 0.90080, -0.36954], [-4.42712, 0.54443, -0.51507], [-4.83679, -0.81125, -0.20371], [-6.23257, -0.88887, -0.49605], [-4.19084, -1.58733, 0.60996], [-2.77678, -1.06959, 0.86472], [2.18380, 0.38868, 0.19677], [3.04620, 0.87191, -0.70165], [1.99158, -0.53335, 1.11257], [2.97710, -1.51639, 0.90157], [2.33821, -3.05995, 0.35106], [0.87872, -2.84784, 0.59131], [0.25978, -2.44534, -0.74591], [1.60024, -2.43365, -1.50599], [2.46955, -3.08857, -0.98706], [1.88390, 2.08776, -2.09655], [0.29193, 2.95241, -1.97003], [1.62756, 3.81753, -2.14296], [2.59600, 3.13743, 0.01985], [0.64703, 4.05568, 1.69738], [0.72171, 5.06241, -0.13151], [-0.58254, 3.89748, 0.24861], [1.20240, 1.80246, 1.60638], [-0.57311, 1.54742, -0.96364], [-2.74744, 1.93452, -0.34319], [-4.96143, 1.35998, -1.18170], [-4.63944, -2.47952, 0.72715], [-2.32522, -1.78889, 1.66804], [1.35051, -0.55169, 1.75214], [3.29009, -1.85098, 1.84077], [3.84483, -1.30599, 0.34205], [2.86560, -3.83797, 0.82800], [0.59631, -4.09438, 0.49100], [0.47653, -2.49071, 1.69312], [-0.31571, -1.39412, -0.52162], [-0.56015, -3.10505, -1.27033], [1.24937, -2.74651, -2.40700], [1.74693, -1.44543, -1.78224]],
  "forces_ev_per_angstrom": [[3.1, -1.1, -11.0], [3.9, 4.7, 13.6], [2.0, 1.8, -1.7], [-0.6, -1.3, -0.9], [-2.0, -1.4, -3.4], [9.2, -1.7, 5.4], [-2.3, 3.9, -4.0], [-4.9, 0.0, -4.2], [-1.3, 0.1, 3.2], [1.7, 1.6, -3.1], [-4.4, 6.0, -1.8], [2.1, -1.1, 0.4], [5.1, 2.6, -0.8], [-3.4, -6.4, 4.2], [-1.1, 8.3, -2.0], [-2.5, -4.8, 3.9], [8.3, -0.5, -7.9], [-0.8, -5.7, 1.2], [0.8, 6.0, 2.3], [-3.6, -6.6, 2.6], [-2.3, 2.5, 1.4], [-9.6, 6.2, -5.1], [8.2, -7.0, 2.9], [-1.6, 1.3, 0.5], [-3.2, -0.6, -0.9], [0.2, 0.0, 1.1], [-3.3, -0.9, -1.0], [-0.3, 0.1, -2.8], [-0.3, -2.6, 2.4], [0.1, -0.4, 0.5], [0.0, 0.0, -0.7], [1.0, -0.8, 4.9], [-0.4, 0.1, -1.1], [0.2, -2.4, 1.7], [-0.6, -3.3, 1.5], [0.0, 1.7, -1.9], [-5.2, 0.3, 4.3], [0.9, -0.3, 1.8], [0.5, 1.1, -0.9], [0.4, -0.9, 0.5], [0.1, 2.9, 1.2], [1.1, -0.8, -3.2], [1.7, -2.2, -1.2], [1.7, 0.9, 1.6], [-0.1, -1.9, -3.3], [1.4, 2.7, 0.2]],
  "mulliken_charge": [-1.8582, 0.7055, -0.8952, -0.5926, 0.2760, -0.5021, -0.8282, 1.0958, -0.5040, -0.5113, 0.6068, -0.3112, -1.1636, 0.2638, 0.0533, -0.7323, 0.3142, -1.1617, -0.0946, -0.5722, 0.5361, -1.3378, -0.4298, 0.2859, 0.5926, 0.3940, 0.2713, 0.2734, 0.2952, 0.1895, 0.4123, 0.4084, 0.2504, 0.2789, 0.4467, 0.2268, 0.2280, 0.5126, 0.3949, 0.5689, 0.2242, 0.2142, -0.4883, 0.4089, 0.6082, 0.6461]
}



{
  "formula": "C4H8ClN",
  "method": "ωB97M-V/def2-TZVPD",
  "orbital_gap_ha": 0.35409,
  "e_above_lowest_kj_mol": 286.6,
  "smiles": "C/C(=C\\Cl)CN",
  "homo_ev": -8.73,
  "lumo_energy_ha": 0.0331,
  "species": ["C", "C", "C", "Cl", "C", "N", "H", "H", "H", "H", "H", "H", "H", "H"],
  "xyz": [[0.05657, 1.87757, -0.12134], [-0.34792, 0.48949, 0.02640], [0.37188, -0.54121, -0.28407], [1.99442, -0.45994, 0.07828], [-1.92534, 0.24878, 0.16616], [-2.00883, -1.20236, -0.10935], [-0.96792, 2.61656, -0.53486], [1.06367, 2.06914, -0.43986], [0.21612, 2.29829, 1.02231], [0.19808, -1.53295, -0.37007], [-2.42528, 0.98900, -0.69944], [-2.33570, 0.65448, 1.25162], [-1.49283, -1.82244, 0.61667], [-3.03065, -1.48434, -0.13464]],
  "forces_ev_per_angstrom": [[-2.3, 3.9, 4.0], [-4.7, 1.0, -1.2], [1.3, 0.7, 1.1], [3.5, 0.5, -0.2], [1.2, 1.6, -0.2], [-2.6, -0.9, 1.3], [3.7, -2.3, 0.9], [0.0, 0.1, -1.2], [-0.7, -0.7, -2.4], [-1.6, -2.5, -0.5], [0.9, -2.5, 2.2], [1.1, -1.0, -2.6], [-1.5, 1.8, -1.4], [1.8, 0.2, 0.2]],
  "mulliken_charge": [-1.1658, 0.5517, -0.3821, -0.2243, -0.4350, -0.6303, 0.1892, 0.3897, 0.2517, 0.5067, 0.2737, 0.2064, 0.2291, 0.2392]
}



{
  "formula": "C6H8NO4PS2",
  "method": "ωB97M-V/def2-TZVPD",
  "orbital_gap_ha": 0.34847,
  "e_above_lowest_kj_mol": 108.8,
  "smiles": "CCCS[P@@](O)(=S)O[C@]1(C#N)OC1=O",
  "homo_ev": -9.36,
  "lumo_energy_ha": 0.0045,
  "species": ["C", "C", "C", "S", "P", "O", "S", "O", "C", "C", "N", "O", "C", "O", "H", "H", "H", "H", "H", "H", "H", "H"],
  "xyz": [[-1.29082, -0.49371, 3.32045], [-0.14152, -0.46375, 2.28108], [-0.69985, -0.59299, 0.86589], [0.30690, -1.61651, -0.37094], [-0.39002, -0.71460, -2.11341], [-0.57240, -1.84341, -3.23373], [-1.85710, 0.59563, -2.03744], [0.87733, 0.14324, -2.78474], [1.36594, 1.29385, -2.09783], [0.74184, 2.58342, -2.21255], [0.11313, 3.52153, -2.04116], [2.87726, 1.16674, -2.11938], [2.31545, 1.01237, -0.96391], [2.52068, 0.87692, 0.16020], [-2.01627, 0.25942, 3.02331], [-1.77977, -1.51571, 3.10043], [-1.08353, -0.59250, 4.44895], [0.55385, -1.23740, 2.59326], [0.48640, 0.39138, 2.52662], [-1.57039, -1.12621, 1.02165], [-1.00679, 0.30279, 0.35097], [0.24972, -1.95049, -3.71771]],
  "forces_ev_per_angstrom": [[-0.8, -2.7, -0.3], [1.1, 0.5, 1.8], [1.6, 0.2, 0.1], [-0.5, 0.7, 0.3], [-1.5, 2.2, -0.3], [0.4, 0.4, 0.7], [0.6, -1.4, 0.3], [0.3, 0.9, 0.5], [0.8, -2.9, 0.3], [0.2, -0.9, -0.2], [-0.1, 0.8, -0.2], [0.3, 0.8, -1.1], [-2.0, 0.8, -1.8], [0.9, -0.5, 2.6], [-0.2, 0.2, 0.7], [0.2, 1.5, 0.4], [0.2, 0.8, -1.9], [0.0, -0.7, -0.6], [-0.1, 0.6, -0.8], [-1.9, -1.4, -0.2], [0.3, 0.5, 0.1], [0.3, -0.3, -0.4]],
  "mulliken_charge": [-1.1694, -0.4643, -0.6033, -0.2129, 0.8423, -0.4742, -0.3789, -0.4348, 0.7902, 0.0497, -0.3217, -0.3953, 0.3940, -0.4124, 0.3232, 0.2734, 0.3311, 0.3393, 0.3210, 0.5331, 0.3304, 0.3392]
}